This record from OMol25 describes an isolated molecule of C3H4S2 in a non-equilibrium geometry. The level of theory is ωB97M-V/def2-TZVPD.

Output
Molar mass   104.20 Da
Charge   0
HOMO energy   -8.51 eV

XYZ file:
```
9
Properties=species:S:1:pos:R:3:forces:R:3
C 0.2056 -1.0511 0.0793 -1.43 1.27 -2.54
C 0.2661 0.5351 0.4963 -0.14 -3.17 -2.59
C 0.1603 1.5613 -0.4623 -1.70 -0.35 -1.44
S -1.6470 -1.3478 -0.1770 1.81 1.81 0.20
S -1.4149 1.1360 0.1554 0.80 0.02 -0.64
H 0.7960 -1.4638 -0.8012 -0.67 1.34 0.79
H 0.4743 -1.6442 0.8582 0.82 -1.45 2.58
H 0.7029 0.7699 1.3833 0.84 0.28 2.77
H 0.4567 1.5046 -1.5319 -0.33 0.25 0.86
```
Forces are in eV/Å.


This record from OMol25 describes a structure of composition C30H42Br12F2O8SSi in a non-equilibrium geometry. The level of theory is ωB97M-V/def2-TZVPD.

Output
Molar mass   1587.65 Da
Charge   0
HOMO energy   -8.10 eV

XYZ file:
```
96
Properties=species:S:1:pos:R:3:forces:R:3
C -0.0033 -1.0164 6.2577 1.58 3.56 -9.19
C 0.3556 -0.5151 4.9701 -2.40 -4.07 7.97
C 0.6922 -0.2584 3.3525 -1.09 1.63 1.81
C 0.6937 1.3555 3.0254 1.47 -0.15 -0.07
C -0.6559 2.1544 3.5027 0.35 0.78 -0.36
C -0.6295 3.6576 2.7698 -0.63 -0.76 -0.65
C -0.9756 3.4643 1.1457 0.20 -0.77 0.45
C -2.5009 3.9189 0.7483 -0.15 0.21 -1.85
C -3.3170 2.7800 -0.1621 -0.17 0.10 1.44
C -3.7123 1.5330 0.8576 0.13 -0.37 -1.08
C -5.1963 0.8641 0.4883 0.87 1.38 1.62
O -4.9266 -0.3742 -0.2597 -4.24 -1.27 -0.50
C -6.1168 -1.2315 -0.3733 -5.21 0.64 2.27
C -6.1480 -2.4980 -1.4507 1.34 0.69 0.26
O -7.2704 -1.0498 0.3270 7.44 -0.44 -4.00
O -0.6014 -0.6686 2.7110 1.14 -1.34 -2.45
S -0.3166 -1.1088 1.0889 0.08 -1.22 -6.12
O -0.4638 -0.0654 -0.0443 0.48 -2.41 5.18
O -0.9172 -2.4213 0.5298 2.07 4.38 3.88
O 1.3880 -1.2884 1.2552 -1.09 0.56 1.94
C 1.8300 -1.2326 2.6881 -1.64 -1.02 0.70
C 1.5214 -2.7337 3.3514 -0.06 -0.76 0.68
O 2.1900 -3.8350 2.6373 3.05 3.43 4.98
O 1.4275 -4.3436 1.7005 -2.13 -2.74 -5.01
C 3.4203 -0.8559 2.7986 1.94 -0.04 0.10
F 3.8981 -1.2487 4.1770 -1.62 1.39 -3.38
F 3.7417 0.5824 2.6559 -1.45 -3.49 0.67
C 4.3966 -1.6680 1.7480 0.48 -1.12 0.53
C 5.6659 -0.7988 1.1816 0.91 -1.06 0.62
Si 5.3531 0.1053 -0.4931 0.26 1.11 -0.29
C 6.9960 0.3310 -1.5454 -0.29 -0.83 -0.53
C 4.6660 1.8816 -0.0972 -1.05 0.89 -0.53
C 4.0965 -0.7634 -1.6651 -3.82 -2.03 -3.53
C 3.0672 0.2443 -2.5152 -0.61 -3.17 -1.08
C 1.9486 -0.2946 -3.6025 3.03 -2.70 2.41
C 1.8432 -1.9147 -3.8294 2.24 1.18 2.40
C 2.8294 -2.9753 -2.9932 -0.49 4.62 1.61
C 3.9735 -2.3899 -1.9242 -2.75 2.63 -1.89
H -0.5838 -1.3086 7.2585 1.79 0.99 -2.77
H 0.8937 1.4454 1.8519 -0.66 -0.22 2.50
H 1.6698 1.8110 3.5320 -2.23 -0.85 -0.94
H -0.6742 2.2292 4.6721 0.15 -0.07 -2.24
H -1.6680 1.6688 3.1713 2.14 0.58 0.51
H 0.4150 4.1853 2.8786 -2.20 -0.97 0.10
H -1.5305 4.2699 3.2056 2.09 -0.91 -0.57
H -0.1319 3.9790 0.4758 -2.09 -0.95 1.42
H -0.8939 2.3127 0.9412 -0.12 2.13 0.19
H -2.4310 4.8753 0.0373 -0.20 -1.90 1.89
H -3.2005 4.1435 1.6614 1.58 -0.30 -1.58
H -2.6802 2.4194 -1.0811 -1.41 0.60 2.07
H -4.3310 3.2509 -0.5420 2.16 -0.81 0.66
H -3.6796 1.8664 1.9953 -0.24 -0.58 -2.45
H -2.8948 0.7068 0.6931 -1.64 1.42 0.51
H -5.7065 0.6643 1.5458 0.70 0.11 -2.59
H -5.8414 1.6078 -0.1646 1.23 -1.66 1.40
H -5.8710 -2.0658 -2.5226 -0.60 -0.96 2.32
H -5.2792 -3.2407 -1.1138 -2.01 1.60 -0.89
H -7.2058 -3.0503 -1.4686 2.47 1.64 0.33
H 0.3741 -2.9940 3.3782 2.11 0.91 -0.36
H 1.8871 -2.8022 4.4854 -0.53 0.36 -2.76
H 2.0826 -4.7769 1.0509 -1.36 1.16 1.43
H 4.8642 -2.5764 2.3656 -1.32 2.06 -1.12
H 3.8050 -2.1884 0.8559 0.98 1.52 1.99
H 6.1279 -0.0401 1.9701 -1.19 -1.65 -1.56
H 6.5394 -1.5855 0.9732 -1.85 1.53 0.51
H 6.6959 1.0225 -2.4480 0.85 -1.15 1.82
H 7.2058 -0.7420 -2.0201 -0.04 2.32 1.06
H 7.8877 0.7359 -0.9008 -1.62 -0.77 -1.52
H 5.0648 2.2922 0.9305 -0.76 -0.67 -2.17
H 3.4755 1.8602 -0.0764 2.50 0.05 0.21
H 4.9363 2.5962 -1.0136 -0.41 -1.32 2.17
H 3.1338 1.4290 -2.3899 -0.06 -2.98 -0.16
H 1.2803 0.5121 -4.1740 1.58 -2.21 1.37
H 1.0475 -2.3677 -4.5915 1.96 1.12 1.91
H 2.7076 -4.1505 -3.1647 -0.83 3.68 1.39
H 4.6884 -3.1392 -1.3359 -1.74 1.77 -1.48
C 4.7296 -4.1587 -6.1882 0.02 -0.18 -0.25
Br 5.3521 -2.3168 -6.2503 -0.17 -0.53 0.14
Br 6.0277 -5.3877 -6.9553 -0.21 0.28 0.11
Br 4.2079 -4.6863 -4.3900 2.07 -1.11 -2.45
H 3.8306 -4.2135 -6.8110 0.40 0.01 0.33
C -3.9796 -3.8237 1.9088 -0.18 0.03 0.10
Br -2.8624 -4.4665 3.3659 -0.16 0.15 -0.36
Br -4.2597 -1.9010 2.0055 0.45 -1.03 0.56
Br -3.2900 -4.3684 0.1734 -0.11 -0.05 0.50
H -4.9605 -4.2960 2.0257 0.45 0.22 -0.04
C -7.2708 2.6470 -3.4871 -0.31 -0.04 -0.10
Br -7.8388 1.1198 -2.4244 0.24 0.41 -0.22
Br -6.4536 4.0292 -2.3889 -0.13 -0.30 -0.29
Br -6.1159 2.1151 -4.9593 -0.20 0.14 0.40
H -8.1731 3.0820 -3.9295 0.44 -0.18 0.20
C -2.7748 5.2315 -3.5597 -0.17 -0.15 -0.09
Br -1.5281 3.8749 -2.9357 -0.12 0.54 -0.36
Br -3.2667 6.4695 -2.1420 0.12 -0.25 -0.41
Br -2.1060 6.1607 -5.1324 -0.13 -0.21 0.43
H -3.6897 4.7107 -3.8610 0.37 0.21 0.16
```
Forces are in eV/Å.


This record from OMol25 describes a cluster of 10 separate species, C16H36BrCl16N in total in a non-equilibrium geometry. The level of theory is ωB97M-V/def2-TZVPD.

Output
Molar mass   889.62 Da
Charge   0
HOMO energy   -9.30 eV

XYZ file:
```
70
Properties=species:S:1:pos:R:3:forces:R:3
N -12.9165 14.3339 18.0892 0.81 -0.31 1.04
H -12.7034 13.3471 18.0578 0.23 -0.57 0.53
H -13.0361 14.5358 17.1068 -0.92 1.06 -1.80
H -12.1030 14.8827 18.3280 0.85 0.03 0.02
H -13.5926 14.5759 18.7994 -0.86 -0.09 -0.39
Br -12.3361 15.1675 14.9679 -0.10 -0.18 0.27
Cl -16.2802 16.1436 12.1771 -0.95 0.46 0.15
C -18.0385 16.6550 12.0365 -0.23 -0.40 0.16
C -18.1288 18.1115 11.7314 1.84 1.28 -0.74
Cl -19.7193 18.8705 11.8950 -0.15 -0.44 -0.08
H -18.5867 16.4956 12.9650 0.39 -0.57 0.03
H -18.4402 16.0669 11.2114 -0.04 -0.09 0.29
H -17.7120 18.2778 10.7381 -0.57 0.08 -0.31
H -17.4465 18.7099 12.3352 -0.20 -0.30 0.43
Cl -12.1412 17.5138 18.8945 0.02 0.02 -0.02
C -11.9623 19.2534 18.6176 1.27 1.83 -0.76
C -10.7453 19.6477 17.7179 -0.69 -1.06 -0.72
Cl -9.2119 19.0571 18.3488 0.47 -0.04 0.51
H -11.7879 19.7775 19.5573 -0.28 -0.47 0.24
H -12.8644 19.6545 18.1555 -0.03 -0.32 0.02
H -10.6377 20.7093 17.4956 -0.37 0.08 0.63
H -10.7899 19.1875 16.7308 -0.43 -0.12 0.07
Cl -9.7505 14.2187 17.8473 -0.70 -0.42 0.48
C -8.1788 14.4538 17.1355 1.62 0.41 -1.30
C -8.2271 14.1863 15.5720 0.03 0.37 1.85
Cl -6.8147 14.9582 14.7657 -0.59 -0.30 0.28
H -7.4378 13.8574 17.6677 -0.27 -0.46 -0.24
H -7.8625 15.4700 17.3709 -0.33 0.17 -0.43
H -9.1719 14.6215 15.2464 0.19 0.04 -0.46
H -8.2084 13.1128 15.3839 0.08 0.21 -0.10
Cl -12.8037 11.8817 11.6468 -0.68 -0.49 -0.19
C -11.9642 13.3806 11.3094 0.41 1.15 0.64
C -12.8768 14.5700 10.9594 0.28 0.02 0.29
Cl -13.2238 14.6755 9.2396 -0.18 -0.01 -0.59
H -11.1628 13.1037 10.6245 -0.42 0.57 -0.52
H -11.4381 13.6956 12.2106 -0.15 -0.20 0.34
H -12.4415 15.5194 11.2712 0.58 -0.15 -0.22
H -13.8286 14.6146 11.4888 0.01 -0.81 0.04
Cl -18.2992 12.0762 15.0205 -0.70 -0.51 0.58
C -17.2196 13.3514 14.5318 -0.37 1.00 -0.41
C -16.1234 12.8101 13.6958 0.71 0.02 -0.52
Cl -16.6409 12.5708 12.0175 -0.31 -0.15 -0.57
H -16.8459 13.9342 15.3737 0.04 -0.42 0.26
H -17.7837 14.0513 13.9152 -0.11 0.03 0.11
H -15.8034 11.8150 14.0049 0.43 0.44 0.33
H -15.3539 13.5799 13.6379 0.42 -0.43 0.18
Cl -13.2677 10.9795 15.8478 0.93 0.32 -0.48
C -11.9254 11.2509 14.6640 1.64 0.51 -0.56
C -10.4903 11.2964 15.2186 -0.44 -0.44 0.80
Cl -10.0427 9.7061 15.8534 0.20 -0.78 0.52
H -12.0154 12.1985 14.1330 -0.80 0.08 0.42
H -11.9171 10.4786 13.8948 -0.54 -0.15 0.36
H -10.3294 11.9932 16.0412 -0.33 0.14 -0.16
H -9.7014 11.4551 14.4833 -0.67 0.43 -0.48
Cl -8.9201 19.7286 14.1902 0.03 0.07 0.30
C -10.1626 18.5299 13.7605 0.30 -0.93 -0.27
C -9.5467 17.3374 12.9283 -0.94 0.63 1.29
Cl -8.6823 18.0021 11.5328 -0.27 -0.51 -0.22
H -10.9495 19.0807 13.2453 0.28 -0.23 -0.51
H -10.6462 18.1938 14.6777 0.34 -0.40 0.03
H -10.3463 16.6236 12.7305 -0.38 0.46 -0.92
H -8.8918 16.6559 13.4712 0.55 0.80 0.39
Cl -17.4672 18.0919 15.0519 -1.27 0.63 -0.87
C -16.1719 17.3297 15.8912 1.29 0.41 0.07
C -14.7851 17.8607 15.5058 -0.13 -0.57 0.35
Cl -14.6576 19.5904 15.9399 0.17 -0.04 0.14
H -16.2381 16.2553 15.7195 0.14 0.06 0.22
H -16.3168 17.6436 16.9249 0.08 -0.64 0.15
H -14.4197 17.7847 14.4817 -0.63 -0.23 -0.02
H -14.1168 17.2489 16.1118 0.41 0.43 0.05
```
Forces are in eV/Å.


Q: Which of these has the highest HOMO energy?
A: C30H42Br12F2O8SSi